1.
The following is a DFT calculation (wB97M-V/def2-TZVPD) of a structure of composition C26H29BrN2O3Ru.

Last column: Löwdin spin population.
Atoms and positions in Å:
C  6.139  1.442  0.493  -0.0014
C  -3.564  1.652  1.231  -0.0236
H  0.239  -2.648  4.216  0.0002
H  -1.382  -2.063  -6.105  -0.0001
H  1.060  -1.005  -1.880  0.0013
C  -1.813  3.315  -0.166  0.0139
C  -1.950  -3.713  -3.209  -0.0001
C  6.662  1.410  -1.852  -0.0017
O  -1.870  -0.285  -0.777  -0.0461
N  0.364  -0.574  -1.273  0.0096
C  -2.873  2.710  -0.831  -0.0045
H  -1.512  2.569  3.821  0.0000
C  -1.699  -2.676  -2.299  -0.0014
C  -1.629  3.106  1.202  0.0051
H  -3.220  3.014  3.819  0.0006
H  -0.381  -3.666  2.907  -0.0001
C  5.313  1.490  -2.158  0.0002
H  2.758  -0.331  -0.487  0.0008
N  0.771  0.202  -0.278  0.0314
H  -0.965  0.660  -2.330  0.0008
C  -1.234  -1.202  -4.158  -0.0011
H  -3.031  2.901  -1.882  -0.0006
C  -0.999  -0.320  -1.796  -0.0023
C  2.017  0.255  0.062  -0.0070
H  -1.818  -2.043  -0.515  0.0002
H  -0.949  -0.225  -4.521  0.0000
H  6.455  1.412  1.526  0.0000
C  -1.322  -1.415  -2.796  -0.0052
C  4.769  1.462  0.199  -0.0005
C  -3.735  1.872  -0.135  0.0216
C  2.523  1.042  1.140  0.0017
C  -1.484  -2.236  -5.047  -0.0006
Ru  -1.099  0.537  1.152  1.1041
H  4.094  1.932  2.208  0.0000
H  -2.563  -3.110  1.801  0.0001
Br  1.257  1.443  2.553  0.0181
H  -4.298  1.066  1.775  -0.0012
H  4.993  1.533  -3.187  0.0000
H  -2.028  -4.296  -5.259  -0.0001
H  -4.558  1.404  -0.651  0.0012
H  -1.871  -1.332  4.206  0.0068
H  -3.383  -1.583  2.169  0.0008
C  4.377  1.531  -1.146  -0.0015
H  7.392  1.357  -2.644  -0.0001
C  7.070  1.408  -0.525  0.0001
O  -1.802  -2.911  -0.989  0.0000
H  -0.873  3.675  1.735  -0.0001
O  -0.883  -1.037  2.497  -0.0856
C  -2.495  2.289  3.443  0.0013
C  -2.831  -2.422  2.600  -0.0089
C  3.794  1.487  1.268  -0.0062
C  -1.565  -1.894  3.295  -0.0054
H  8.125  1.383  -0.296  0.0000
H  -3.463  -2.936  3.318  -0.0006
H  -2.770  1.310  3.841  0.0002
H  -1.146  3.980  -0.697  0.0009
C  -2.527  2.299  1.939  0.0027
C  -1.840  -3.490  -4.565  -0.0012
H  3.331  1.659  -1.380  -0.0001
C  -0.660  -3.051  3.758  -0.0145
H  -1.189  -3.657  4.488  -0.0019
H  -2.234  -4.680  -2.825  0.0000

Highest occupied orbital energy (alpha / beta) ... -10.5 / -10.5 eV
LUMO level (alpha / beta) ... -5.55 / -4.77 eV
Net charge ... +1
Multiplicity ... 2
Kohn-Sham gap (alpha / beta) ... 4.9438 / 5.7275 eV


2.
The following is a DFT calculation (wB97M-V/def2-TZVPD) of a cluster of 9 separate species, C39H102N12O15 in total.

Last column: Löwdin charge in e.
Atoms and positions in Å:
C  3.027  2.219  7.485  -0.1995
H  0.248  1.975  -5.153  0.0962
C  4.905  5.765  0.046  -0.2142
H  -2.664  -9.771  -2.314  0.0915
H  -0.720  7.129  1.398  0.1099
H  0.394  8.755  -3.045  0.0830
C  0.673  -4.232  -0.233  -0.0941
H  -3.053  -7.987  -1.975  0.0834
H  0.913  2.850  7.859  0.1221
N  5.478  7.994  -0.900  -0.0629
N  2.994  -4.305  -7.387  0.1575
H  0.766  -4.001  -1.294  0.0858
C  4.435  7.220  -0.166  -0.1966
H  -1.274  4.083  -3.276  0.1203
H  -6.716  -5.674  3.579  0.1121
C  -5.451  -5.597  1.224  -0.1195
H  5.768  1.639  7.639  0.0854
H  -1.679  6.119  -4.551  0.1175
N  -0.270  6.397  0.867  0.1647
H  -1.746  -2.606  -10.190  0.0817
H  1.039  1.775  -7.169  0.0800
O  1.087  -0.009  1.796  -0.2104
H  -3.641  -7.817  -5.917  0.1259
O  -0.459  5.045  2.662  0.0348
H  0.182  8.281  -4.698  0.0826
C  2.471  0.068  2.190  -0.0947
C  -2.547  -2.711  -9.458  -0.0990
H  6.128  7.154  2.154  0.0712
C  0.366  -5.398  4.471  -0.1126
H  3.421  -4.176  -8.294  0.1053
H  -1.489  -4.603  1.518  0.1149
C  -0.520  4.392  -4.000  -0.1608
H  5.013  5.225  -0.895  0.1198
H  -5.457  -4.491  3.743  0.1155
H  -5.218  -4.537  1.116  0.0746
C  -1.574  -1.318  7.566  -0.1497
C  -1.760  -2.538  1.931  -0.1969
C  -3.375  -5.777  -7.652  -0.1665
C  -2.808  -7.140  -5.727  -0.2127
H  2.561  0.980  -6.974  0.0838
H  2.936  2.711  6.516  0.1141
O  -4.971  -6.119  2.450  -0.1895
H  3.076  0.045  1.283  0.0824
O  2.195  2.369  -5.436  -0.1887
H  -4.560  -4.137  -8.585  0.1183
C  -3.620  -4.319  -8.065  -0.2041
H  -1.230  8.324  -3.604  0.0855
H  0.380  4.392  -0.180  0.1178
H  -1.565  0.797  2.104  0.1004
C  5.580  9.416  -0.622  -0.2117
H  0.979  -5.572  5.356  0.0879
H  -4.974  -0.178  -2.127  0.1142
C  1.564  1.982  7.968  -0.2196
O  -3.938  -0.377  -4.157  0.0774
H  0.817  -5.670  3.517  0.0838
H  -1.841  0.458  9.596  0.1214
C  -5.172  -6.195  4.968  -0.1726
H  -1.382  -6.873  -3.987  0.1267
H  -3.463  -3.609  -7.252  0.1197
H  3.504  9.757  -0.120  0.1203
C  1.172  1.864  -4.585  -0.2230
H  2.749  0.995  2.691  0.0819
H  -0.160  2.128  10.135  0.1127
H  -3.652  -0.775  -1.126  0.0932
H  2.674  12.383  0.046  0.0845
H  3.467  2.911  8.203  0.1215
N  0.367  4.354  0.829  0.1852
C  -0.171  8.079  -3.687  -0.1330
H  0.476  -1.000  3.510  0.1063
H  -0.119  6.525  -0.123  0.0995
H  0.233  2.291  -2.749  0.1125
H  -1.917  -1.740  -3.902  0.1292
H  -3.055  -7.794  5.213  0.1147
H  4.311  7.655  0.826  0.0973
H  -0.610  -1.301  0.952  0.0615
H  -6.540  -5.589  1.253  0.0806
H  4.130  5.233  0.598  0.1051
H  -2.165  -5.362  -6.091  0.1018
H  -1.140  1.313  8.170  0.1136
C  -0.118  5.247  1.523  -0.8477
C  1.686  -4.281  -7.433  -0.8110
O  -0.968  -5.877  4.477  -0.2126
H  -2.055  -1.667  -2.149  0.1091
H  0.306  0.763  3.550  0.1162
N  -4.059  -0.595  -2.033  0.1580
H  -2.577  -6.272  -8.207  0.1126
H  2.015  2.509  -2.728  0.1141
H  -1.915  -7.488  -6.246  0.1141
H  3.429  7.152  -0.582  0.1130
H  1.944  0.501  9.226  0.1000
C  2.048  1.922  -6.784  -0.1106
H  0.292  -4.650  -8.676  0.1193
H  -1.977  -0.199  3.346  0.1114
H  -2.150  -3.718  0.142  0.1084
O  -2.616  -8.491  -3.920  -0.1766
C  -0.996  0.527  8.911  -0.1983
H  1.643  -4.215  0.263  0.0837
C  -2.910  -6.851  5.740  -0.1951
H  1.057  1.260  7.329  0.1024
O  -0.010  6.719  -3.405  -0.2153
C  5.996  6.073  2.177  -0.0745
H  -2.108  -2.139  -8.641  0.0759
H  -5.726  -5.774  5.807  0.1103
H  -0.752  -6.986  6.184  0.1108
H  6.852  5.742  2.765  0.0804
H  -5.362  -7.266  4.905  0.1089
C  0.188  -0.124  2.928  -0.2024
H  1.576  4.376  -4.118  0.1002
H  -1.485  -8.643  -2.142  0.0804
H  -3.122  -7.008  6.798  0.1124
O  -0.577  -0.735  8.314  -0.1763
N  -3.745  -5.768  5.204  -0.0621
H  0.337  -4.311  4.392  0.0677
H  3.890  10.025  -1.820  0.1299
C  -1.408  -3.683  0.940  -0.1728
C  0.081  1.115  9.814  -0.1903
N  0.853  4.111  -3.464  -0.0602
H  -1.165  -1.994  6.815  0.0821
H  1.304  0.796  -4.415  0.1225
H  0.306  0.563  10.727  0.1145
C  -3.419  -0.722  -3.174  -0.8876
H  6.419  7.659  -0.751  0.1017
N  1.454  1.383  9.271  -0.0810
O  6.129  5.564  0.793  -0.2053
H  -0.632  3.852  -4.940  0.1005
H  -2.240  -1.827  8.263  0.0888
H  -0.918  -2.650  2.615  0.0886
C  -2.397  -7.193  -4.222  -0.2602
O  -2.645  -4.103  -9.074  -0.2309
C  4.267  10.131  -0.802  -0.2562
N  1.286  -4.760  -8.534  0.1723
H  2.388  2.734  -7.428  0.0847
C  5.107  1.139  6.932  -0.1185
H  6.264  9.806  -1.376  0.1198
H  5.486  0.160  6.639  0.0900
N  -1.522  -1.180  1.370  -0.0466
H  -1.385  -5.406  6.447  0.1152
C  1.095  2.690  -3.283  -0.2119
C  -1.466  -6.267  5.783  -0.1927
H  -0.071  6.121  -5.329  0.1174
H  -5.078  -5.992  0.280  0.0837
H  -2.185  -0.633  6.978  0.0826
O  -0.124  -3.255  0.401  -0.2186
H  0.269  -5.227  -0.048  0.0832
O  3.736  1.026  7.199  -0.1966
N  -3.070  -5.802  -6.178  -0.0749
C  -1.298  -0.186  2.493  -0.1668
H  5.104  1.805  6.069  0.0778
H  1.934  -4.935  -9.289  0.1199
H  -3.074  -6.548  -3.662  0.1167
C  -2.492  -8.722  -2.552  -0.1211
H  5.053  5.793  2.648  0.0868
H  -3.302  -5.543  4.325  0.0789
H  -4.283  -6.359  -7.811  0.1115
C  -5.633  -5.560  3.623  -0.2024
O  4.462  11.445  -0.473  -0.1730
H  2.753  -0.819  2.758  0.0837
O  0.951  -4.159  -6.461  0.0157
H  -2.643  -2.615  2.565  0.1160
N  -2.333  -1.352  -3.068  0.1881
H  2.887  12.029  -1.646  0.0851
H  0.576  3.447  1.222  0.1288
H  3.489  -4.214  -6.511  0.1214
C  -0.622  5.887  -4.418  -0.1893
C  3.426  12.305  -0.739  -0.1323
H  6.162  9.526  0.292  0.1195
H  3.818  13.319  -0.829  0.0902
H  -3.494  -2.205  -9.647  0.0861

Highest occupied orbital energy ... -8.4 eV
LUMO level ... 0.34 eV
SMILES ... COCCNCCOC.COCCNCCOC.COCCNCCOC.COCCNCCOC.COCCNCCOC.COCCNCCOC.NC(N)=O.NC(N)=O.NC(N)=O
Relative energy (zero: lowest compared OMol25 entry of this formula, charge and spin) ... 165.1 kcal/mol
Kohn-Sham gap ... 8.7510 eV


3.
The following is a DFT calculation (wB97M-V/def2-TZVPD) of a structure of composition C29H55N3O4PdSSi.

Last column: Löwdin spin population.
Atoms and positions in Å:
O  -0.571  -0.544  1.780  0.8055
H  -5.204  2.255  -1.703  0.0022
H  -5.996  -0.698  1.275  0.0028
N  -0.765  -2.445  -0.568  0.0633
N  -0.411  -3.192  0.513  0.0014
H  -2.105  1.489  2.009  0.0048
Pd  -0.880  -0.229  -0.274  1.3555
O  2.474  2.674  -1.582  0.0105
H  2.059  5.055  -2.669  0.0001
H  2.796  4.291  3.606  0.0000
C  2.572  3.555  1.597  0.0020
C  -5.752  0.829  -0.200  -0.0091
H  4.115  3.770  0.101  0.0000
H  1.944  5.615  1.523  0.0001
H  -2.507  -1.920  1.414  0.0013
H  4.378  4.721  1.565  0.0001
O  1.801  0.197  -0.609  0.0337
C  -0.283  0.461  2.696  0.0947
H  -5.427  -4.697  0.559  0.0000
C  0.338  -5.477  1.160  0.0001
C  -1.630  1.201  2.945  0.0880
H  -0.315  -5.453  -1.791  0.0005
C  -5.304  -0.212  0.595  0.0145
H  -1.403  2.091  3.530  0.0079
H  1.937  -1.501  1.376  0.0020
N  -3.967  -3.169  0.533  -0.0003
H  -5.986  -3.097  1.104  0.0001
H  -3.177  -3.802  0.658  0.0000
C  -4.163  -3.011  -0.943  0.0005
C  1.509  4.233  -3.127  0.0032
C  2.807  -1.885  -1.202  0.0002
Si  1.730  1.824  -0.457  0.0549
C  2.900  -1.033  1.150  0.0032
H  1.452  1.931  -4.715  0.0005
C  -0.765  -3.279  -1.600  0.0068
C  -1.102  -2.801  -2.971  0.0045
C  -0.405  -4.573  -1.178  0.0026
H  -5.073  -2.442  -1.108  -0.0001
O  2.123  2.274  1.035  0.0403
H  -0.192  -2.634  -3.549  -0.0002
C  -3.975  -0.639  0.533  0.0375
H  -4.251  -4.009  -1.368  0.0000
H  4.249  2.151  -3.491  0.0000
H  -6.782  1.152  -0.145  -0.0003
H  -0.367  -0.776  4.460  0.0011
H  -4.949  -4.086  2.167  0.0000
H  3.688  -2.520  -1.113  0.0000
H  3.688  -1.751  1.380  0.0002
C  -4.865  1.450  -1.065  0.0154
H  3.025  -0.162  1.794  0.0000
H  1.410  -5.361  1.325  -0.0001
C  4.240  0.089  -0.652  0.0016
C  0.322  -0.090  3.965  0.0104
H  0.538  0.727  4.652  0.0013
H  -1.699  -3.537  -3.508  0.0002
H  2.092  0.836  -3.482  0.0002
C  1.671  4.661  1.073  0.0066
H  1.934  -2.468  -0.910  0.0001
H  -1.656  -1.861  -2.933  0.0041
S  -0.441  2.125  -0.575  0.8829
H  0.543  1.674  -3.230  0.0150
C  -0.153  -4.476  0.173  0.0001
H  3.636  3.349  -4.636  0.0000
H  3.027  2.546  3.448  0.0000
H  1.764  4.762  -0.009  0.0004
H  4.283  0.339  -1.712  0.0001
H  0.167  -6.485  0.788  0.0001
H  -2.303  0.561  3.514  0.0005
C  4.019  3.764  1.186  0.0020
C  -3.583  -1.871  1.279  0.0059
H  4.235  3.867  -3.057  0.0001
C  3.691  3.082  -3.581  0.0011
H  -2.856  1.610  -1.746  0.0113
C  -5.171  -3.814  1.138  0.0002
H  2.702  -1.590  -2.246  0.0000
C  2.294  2.939  -3.005  0.0020
H  4.334  1.010  -0.074  0.0001
H  1.345  4.476  -4.177  0.0001
H  1.394  3.245  3.380  0.0003
C  1.554  1.772  -3.642  0.0153
C  -3.061  0.036  -0.281  0.2973
H  -0.167  -2.721  1.374  -0.0008
H  4.654  2.978  1.596  0.0000
H  5.099  -0.538  -0.413  0.0002
H  -3.313  -2.481  -1.356  0.0012
H  0.536  4.150  -2.641  0.0034
C  -3.525  1.070  -1.086  0.0474
C  2.960  -0.659  -0.320  0.0023
H  1.257  -0.610  3.758  0.0002
H  0.380  1.186  2.197  0.0300
C  2.438  3.395  3.099  0.0004
H  -0.162  -5.375  2.123  0.0000
H  -4.067  -1.949  2.251  -0.0003
H  0.627  4.458  1.324  0.0047

Highest occupied orbital energy (alpha / beta) ... -13.0 / -14.1 eV
LUMO level (alpha / beta) ... -4.56 / -8.22 eV
Net charge ... +2
Multiplicity ... 5
Kohn-Sham gap (alpha / beta) ... 8.4845 / 5.9210 eV


Number 3 is which compound?
C29H55N3O4PdSSi